# 1
The following is a DFT calculation (wB97M-V/def2-TZVPD) of a cluster of 4 separate species, C2H12O3S2 in total in a non-equilibrium geometry.

```
19
Properties=species:S:1:pos:R:3
C 0.968 -1.959 1.164
C -0.438 -2.381 1.070
S -1.322 -1.157 -0.076
S -2.345 -0.327 1.438
H 1.516 -1.832 0.243
H 1.564 -2.704 1.633
H 1.195 -1.042 1.770
H -0.823 -2.375 2.122
H -0.584 -3.512 0.743
H -1.561 0.458 2.158
H -2.337 1.753 -1.717
H -1.022 2.015 -1.191
O -1.619 2.345 -1.935
H 2.170 1.889 -2.931
H 0.712 2.168 -2.999
O 1.472 2.168 -2.375
H 0.822 1.464 -0.468
H 1.219 1.369 0.936
O 0.414 1.658 0.417
```

Summary:
LUMO (alpha / beta) ... -4.89 / -8.86 eV
Total energy ... -30071.946 eV
2S+1 ... 2
Energy relative to the best compared isomer or geometry (same formula, charge and spin) ... 48.21 kcal per mole
Total charge ... +1
HOMO (alpha / beta) ... -0.535 / -0.534 Ha

# 2
The following is a DFT calculation (wB97M-V/def2-TZVPD) of a cluster of 4 separate species, C2H12O3S2 in total in a non-equilibrium geometry.

```
19
Properties=species:S:1:pos:R:3
C 0.842 1.779 0.501
C 1.567 2.294 -0.720
S 0.548 2.861 -2.119
S -0.410 1.304 -2.807
H 1.671 1.452 1.192
H 0.305 0.845 0.426
H 0.326 2.604 1.027
H 2.317 1.620 -1.140
H 2.083 3.184 -0.342
H -1.329 0.969 -1.889
H -0.460 -2.866 -0.162
H -0.307 -1.655 0.712
O -0.872 -2.008 0.002
H -2.713 -1.969 0.356
H -3.735 -1.875 -0.982
O -3.597 -1.896 -0.022
H 1.995 -2.421 1.702
H 0.590 -2.285 2.464
O 1.178 -1.935 1.799
```

Summary:
LUMO (alpha / beta) ... -4.11 / -8.54 eV
Total energy ... -30072.664 eV
2S+1 ... 2
Energy relative to the best compared isomer or geometry (same formula, charge and spin) ... 31.64 kcal per mole
Total charge ... +1
HOMO (alpha / beta) ... -0.480 / -0.480 Ha